No. 1
DFT (wB97M-V/def2-TZVPD) results for C12H20LuN2O3 as an isolated structure.

Each line ends with the Löwdin charge.
Atoms and positions in Å:
C  -2.7426  1.2185  2.3743  0.13
C  -2.2402  1.4270  1.0699  0.04
C  -1.9305  1.2561  -0.5652  -0.16
O  -2.5067  0.0333  -1.1390  -0.11
C  -1.5096  -1.0170  -1.3740  -0.24
C  -0.4218  -1.2413  -0.1685  -0.17
O  -0.9990  -1.5399  1.1507  -0.11
C  0.1590  -1.7043  2.0490  -0.17
C  0.5048  -0.3977  2.9787  -0.16
C  1.4793  0.7228  2.2125  -0.09
C  3.0202  0.1642  2.0333  -0.24
N  3.6191  -0.4083  0.7676  0.17
O  3.7955  0.2255  3.1514  -0.21
C  -0.6648  -0.8877  -2.7724  -0.08
C  -1.0811  0.3745  -3.7300  -0.26
C  -0.1841  1.7707  -3.5219  -0.06
N  -2.1123  0.3615  -4.6530  0.18
H  -2.7714  0.9543  3.5381  0.09
H  -0.8018  1.4434  -0.8102  0.11
H  -2.5232  2.1644  -1.0651  0.18
H  -2.1225  -2.0390  -1.4547  0.19
H  0.3267  -0.3421  -0.1924  0.10
H  0.2152  -2.2036  -0.4746  0.17
H  1.1692  -1.9711  1.4712  0.14
H  -0.0465  -2.6600  2.7347  0.17
H  1.1734  -0.7938  3.8848  -0.10
H  -0.4200  0.1243  3.4696  0.12
H  1.0012  1.1586  1.2382  0.14
H  1.5590  1.6379  2.9744  0.14
H  4.3134  0.2901  0.4058  0.16
H  2.9012  -0.6646  0.0551  0.11
H  0.4916  -0.9005  -2.4982  0.12
H  -0.8459  -1.8742  -3.4031  0.15
H  0.8221  1.4926  -2.9441  0.08
H  -0.7259  2.5628  -2.8459  0.08
H  0.1784  2.2156  -4.5649  0.12
H  -2.5662  -0.5836  -4.6257  0.08
Lu  2.4868  -0.3696  5.2438  2.16

Values from the calculation:
Largest force on an atom: 8.573 eV/A
Total charge: +3
Orbital gap: 1.654 eV
Highest occupied orbital energy: -16.86 eV



No. 2
DFT (wB97M-V/def2-TZVPD) results for a single C12H20N2O molecule.

Each line ends with the Löwdin charge.
Atoms and positions in Å:
C  -2.6865  2.7142  0.0001  -0.10
C  -1.7002  1.9523  -1.1011  -0.28
C  -1.6935  0.5663  -0.7161  -0.31
C  -1.2704  -0.2782  -1.8018  -0.22
C  -1.2419  -1.8868  -1.7881  -0.14
C  -0.6047  -2.6285  -0.4753  -0.21
C  0.8912  -2.4534  -0.2242  -0.07
C  1.2756  -0.8227  -0.0749  -0.14
C  2.3396  1.0712  -0.7508  -0.20
C  1.9881  1.8305  0.2073  -0.11
C  1.0661  -0.0867  1.1087  -0.36
C  -0.0317  -0.3027  3.2969  -0.06
H  -3.8561  2.6901  -0.4266  0.12
H  -2.2885  3.8006  0.0828  0.07
H  -2.5142  2.3282  1.0522  0.06
H  -2.0932  2.0531  -2.0228  0.05
H  -0.7293  2.5634  -1.1275  0.12
H  -2.7545  0.6184  -0.5238  0.11
H  -1.1257  0.4012  0.2259  0.11
H  -0.2194  0.0426  -2.1529  0.12
H  -1.7937  -0.0096  -2.7877  0.13
H  -2.2374  -2.4033  -1.8591  0.09
H  -0.7043  -2.2749  -2.7237  0.12
H  -1.0871  -3.6570  -0.6191  0.12
H  -0.9989  -2.3597  0.4492  0.06
H  1.3135  -2.6002  -1.2569  0.12
H  1.1921  -3.0233  0.5524  0.06
H  2.9802  1.6363  -1.5760  0.14
H  2.3296  2.8774  0.2644  0.12
H  -0.6840  0.6123  3.4269  0.09
H  -0.2846  -1.3208  3.8647  0.12
H  1.0073  -0.0755  3.7459  0.09
N  2.1314  -0.3025  -0.9647  0.14
N  1.2740  1.1563  1.2848  0.18
O  0.0900  -0.7410  1.8859  -0.16

Values from the calculation:
Largest force on an atom: 8.235 eV/A
SMILES: CCCCCCCc1nccnc1OC
Orbital gap: 9.822 eV
Energy relative to the best compared isomer or geometry (same formula, charge and spin): 4.385 eV
Highest occupied orbital energy: -9.58 eV



No. 3
DFT (wB97M-V/def2-TZVPD) results for a 3-piece molecular cluster, C12H20N3 overall.

Each line ends with the Löwdin charge.
Atoms and positions in Å:
C  -1.6868  3.2105  -0.7085  -0.02
C  0.2847  3.1499  0.6584  0.03
C  -1.6237  1.8706  -0.9327  -0.09
C  0.1499  1.7455  0.6956  -0.07
C  -0.7422  3.9551  0.0374  -0.21
C  -0.7315  1.1937  -0.1760  0.02
C  0.3922  6.2167  0.1974  0.08
C  -0.6517  5.3414  -0.0029  -0.13
C  -2.5693  -1.3857  1.0768  -0.04
C  1.6770  -1.0065  -1.2508  0.01
C  1.6400  -5.4174  0.5838  -0.18
C  -0.4230  -1.4460  -0.0555  -0.06
N  -1.4291  -2.1110  0.4975  0.01
N  0.7101  -1.8786  -0.4598  0.01
N  1.9590  -4.3198  -0.2765  -0.07
H  -2.3762  3.7978  -1.3796  0.15
H  0.9833  3.5585  1.2713  0.08
H  -2.3203  1.4286  -1.5937  0.11
H  0.8509  1.0234  1.1823  0.13
H  0.3575  7.2187  -0.1353  0.05
H  1.4326  5.9618  0.2773  0.06
H  -1.5570  5.8437  -0.3285  0.11
H  -2.5131  -1.2174  2.1450  0.09
H  -2.5982  -0.4361  0.7299  0.02
H  -3.4413  -2.0284  0.9398  0.10
H  1.7030  -1.4122  -2.2088  0.06
H  1.1459  -0.0139  -1.2712  0.09
H  2.6365  -1.1850  -0.9161  0.06
H  2.1661  -5.3492  1.5352  0.07
H  0.4674  -5.5616  0.6459  0.12
H  2.0105  -6.4112  0.2747  0.07
H  -1.3448  -3.0101  0.8522  0.12
H  1.1139  -2.7788  -0.3369  0.04
H  2.8790  -4.1108  -0.3843  0.05
H  1.4489  -4.4362  -1.1833  0.12

Values from the calculation:
Largest force on an atom: 5.169 eV/A
Total charge: +1
Orbital gap (spin up / spin down): 6.859 / 7.195 eV
Energy relative to the best compared isomer or geometry (same formula, charge and spin): 6.074 eV
Highest occupied orbital energy (spin up / spin down): -11.54 / -11.50 eV



No. 4
DFT (wB97M-V/def2-TZVPD) results for a single C12H20N4O3 molecule.

Each line ends with the Löwdin charge.
Atoms and positions in Å:
C  0.9285  0.9878  1.6924  -0.26
C  -0.2463  1.1659  0.7217  -0.40
C  1.4617  -0.4359  1.5155  -0.18
C  2.1844  -0.7443  0.2548  -0.46
C  2.8606  -2.1566  0.3375  -0.06
C  3.1965  0.2990  -0.1819  -0.07
C  -1.0577  1.5949  -1.6703  -0.13
C  -2.5382  2.0895  -1.4823  -0.55
C  -0.9513  0.1750  -2.2848  -0.07
C  -1.6435  -0.8028  -1.3883  -0.30
C  -2.9836  -1.0341  -1.2784  -0.02
C  -1.8698  -2.1034  0.3222  -0.20
H  -0.5743  0.7474  3.1336  0.08
H  0.3638  1.9836  3.5186  0.04
H  1.7490  1.7694  1.5217  0.16
H  2.0011  -0.7491  2.4413  0.13
H  0.5081  -0.9988  1.5862  0.11
H  1.4546  -0.8612  -0.5210  0.08
H  2.0809  -2.8699  0.6272  0.07
H  3.5049  -2.3769  -0.5061  0.06
H  3.5072  -2.1292  1.3145  0.11
H  3.7103  0.7080  0.6574  0.07
H  2.6078  1.1250  -0.5990  0.05
H  3.8839  -0.1161  -0.9904  0.11
H  0.8497  2.0443  -0.7655  0.14
H  -0.6690  2.2977  -2.4120  0.15
H  -1.1814  0.1100  -3.3260  0.12
H  0.1050  -0.0790  -2.1953  0.11
H  -3.8392  -0.7366  -1.8493  0.12
H  -1.7386  -2.9369  1.0514  0.14
H  -3.9858  -2.3275  0.0869  0.15
H  -2.4083  1.7099  0.2989  0.07
N  0.4121  1.0844  3.1339  0.05
N  -0.0624  1.6485  -0.5251  0.15
N  -0.9200  -1.6291  -0.5105  0.12
N  -3.1165  -1.8344  -0.0940  0.06
O  -1.3666  0.7753  1.1169  0.01
O  -3.1527  2.4219  -2.4510  0.11
O  -3.0649  2.1841  -0.3013  0.14

Values from the calculation:
Largest force on an atom: 3.576 eV/A
SMILES: CC(C)C[C@H](N)C(=O)N[C@@H](Cc1c[nH]cn1)C(=O)O
Orbital gap: 9.503 eV
Energy relative to the best compared isomer or geometry (same formula, charge and spin): 1.801 eV
Highest occupied orbital energy: -8.95 eV